1.
{"formula": "C10H17FN4O8", "method": "ωB97M-V/def2-TZVPD", "de_lowest_kcal_mol": 16.4, "homo_lumo_gap_ev": 9.012, "smiles": "C[N+](=O)[O-].C[N+](=O)[O-].C[N+](=O)[O-].C[N+](=O)[O-].Fc1ccccc1", "elements": ["C", "N", "O", "O", "H", "H", "H", "C", "N", "O", "O", "H", "H", "H", "C", "N", "O", "O", "H", "H", "H", "C", "N", "O", "O", "H", "H", "H", "F", "C", "C", "C", "C", "C", "C", "H", "H", "H", "H", "H"], "positions_angstrom": [[2.014, -0.855, 5.137], [1.106, -0.387, 4.026], [0.204, 0.390, 4.288], [1.296, -0.893, 2.957], [1.549, -1.690, 5.660], [2.188, -0.125, 5.927], [2.965, -1.198, 4.728], [0.844, 2.093, 1.376], [-0.598, 2.201, 1.337], [-1.099, 1.590, 0.393], [-1.124, 2.916, 2.199], [1.204, 2.793, 2.130], [1.215, 2.460, 0.419], [1.090, 1.084, 1.707], [1.917, 2.866, -4.380], [1.123, 2.853, -3.182], [1.371, 2.108, -2.229], [0.034, 3.433, -3.281], [1.391, 3.099, -5.306], [2.432, 1.912, -4.490], [2.586, 3.687, -4.123], [-4.146, 0.919, -0.530], [-4.307, 1.072, 0.921], [-4.117, 0.136, 1.627], [-4.658, 2.132, 1.338], [-3.302, 1.534, -0.842], [-5.084, 1.340, -0.890], [-4.081, -0.130, -0.819], [2.885, -1.736, -1.210], [1.669, -2.356, -1.351], [0.514, -1.981, -0.620], [-0.714, -2.719, -0.616], [-0.689, -3.926, -1.356], [0.421, -4.269, -2.134], [1.520, -3.389, -2.209], [0.633, -1.156, 0.066], [-1.562, -2.417, -0.019], [-1.542, -4.579, -1.244], [0.392, -5.167, -2.734], [2.461, -3.646, -2.673]], "forces_ev_per_a": [[0.3706, -0.2053, 0.6753], [-0.3179, 0.1472, 1.7527], [0.6126, -0.1823, -0.0033], [0.2591, -0.3219, -1.1937], [-0.3133, -0.0735, -0.4500], [-0.2832, 0.4578, -0.5467], [-0.2976, 0.1608, -0.2473], [1.2707, 0.8662, 0.8888], [-0.5441, 0.6901, 0.1998], [-0.7496, 0.7259, 1.2704], [-0.1276, -1.4180, -1.7327], [-0.1264, -0.1254, 0.0819], [0.0634, -0.7953, -0.1067], [0.1309, 0.0063, -0.6718], [1.9696, 0.3009, -0.4339], [-4.5042, -1.9640, 0.9834], [0.8951, 1.2658, -1.1340], [1.3525, 0.2258, 0.3655], [-0.4767, 0.0886, 0.6415], [0.1390, 0.2492, 0.2984], [0.6370, -0.1561, -0.6735], [-0.6700, 0.3175, -0.6988], [0.2263, -0.0692, -0.2415], [0.6196, -2.3524, 1.0029], [-0.5402, 2.0727, 0.0328], [-0.0761, -0.2161, 0.0524], [0.2249, 0.0318, -0.4371], [0.2734, 0.2168, 0.2965], [-1.3130, -0.2883, -0.1251], [-2.2105, 0.8627, 1.1577], [-0.0306, 0.1802, 0.7397], [2.9534, -0.3858, -1.1731], [0.0111, 0.7582, 0.4375], [-0.4423, 1.1959, -0.0031], [1.1378, -1.9177, -0.0166], [-0.2077, 0.2793, 0.0112], [0.1045, 0.0726, 0.0328], [-0.0123, -0.2115, -0.3340], [0.1487, -0.0446, 0.0178], [-0.1568, -0.4450, -0.7161]]}

2.
{"formula": "C4H11BrN2", "method": "ωB97M-V/def2-TZVPD", "de_lowest_kcal_mol": 2.1, "homo_lumo_gap_ev": [5.678, 7.383], "elements": ["C", "C", "C", "C", "N", "N", "Br", "H", "H", "H", "H", "H", "H", "H", "H", "H", "H", "H"], "positions_angstrom": [[0.685, 0.152, -1.467], [1.270, 0.922, 0.852], [-1.109, 0.264, 0.305], [0.393, -0.004, 0.020], [-2.038, -1.823, 0.353], [-1.873, -0.746, -0.327], [-4.677, 0.241, -0.023], [0.568, 1.191, -1.767], [1.706, -0.155, -1.683], [-0.002, -0.454, -2.048], [1.128, 1.959, 0.561], [2.317, 0.659, 0.696], [1.053, 0.819, 1.914], [-1.264, 0.280, 1.395], [-1.396, 1.221, -0.128], [0.597, -1.040, 0.317], [-1.949, -1.826, 1.373], [-2.633, -2.522, -0.071]], "forces_ev_per_a": [[-0.0029, -0.1740, 0.1986], [-0.1078, -0.2593, 0.0295], [0.6317, 0.4792, 0.8497], [-0.0287, -0.0043, -0.1641], [0.1224, 1.1449, -0.2065], [-1.4267, -1.4162, -0.0393], [0.9042, -0.2454, -0.0346], [-0.0276, 0.1214, -0.0596], [0.0710, -0.0043, -0.0798], [0.0068, -0.0506, -0.2158], [-0.0179, 0.1385, -0.0059], [0.0193, 0.0754, -0.0043], [0.0162, 0.0687, 0.0942], [-0.1028, 0.0563, -0.1432], [-0.0834, -0.0405, 0.0677], [-0.0130, 0.0549, -0.0019], [0.0088, 0.0535, -0.2285], [0.0306, 0.0020, -0.0559]]}

3.
{"formula": "C31H51AsFeI2N2O7S3SbSi3", "method": "ωB97M-V/def2-TZVPD", "s2": 6.010, "de_lowest_kcal_mol": 46.9, "multiplicity": 5, "homo_lumo_gap_ev": [7.195, 7.367], "charge": -1, "elements": ["Fe", "I", "C", "C", "C", "I", "C", "O", "C", "C", "N", "C", "C", "C", "C", "C", "C", "N", "C", "H", "H", "H", "H", "H", "H", "H", "H", "H", "H", "H", "O", "S", "O", "O", "C", "C", "C", "C", "C", "C", "S", "O", "O", "O", "H", "H", "H", "H", "C", "Si", "C", "C", "Sb", "Si", "C", "C", "C", "Si", "C", "C", "C", "H", "H", "H", "H", "H", "H", "H", "H", "H", "H", "H", "H", "H", "H", "H", "H", "H", "H", "H", "H", "H", "H", "H", "H", "H", "H", "H", "C", "As", "C", "C", "S", "H", "H", "H", "H", "H", "H", "H", "H", "H"], "positions_angstrom": [[0.914, 0.704, 0.735], [6.197, 5.928, -0.826], [5.053, 4.301, -0.111], [4.429, 4.409, 1.119], [3.676, 3.345, 1.576], [2.623, 3.482, 3.383], [3.554, 2.129, 0.853], [2.951, 1.069, 1.285], [4.172, 2.097, -0.426], [3.861, 0.868, -1.236], [2.428, 0.844, -1.545], [2.014, 1.905, -2.444], [0.930, 2.780, -1.858], [0.098, 3.517, -2.687], [-0.836, 4.369, -2.119], [-0.855, 4.509, -0.745], [0.047, 3.768, 0.002], [0.885, 2.876, -0.526], [4.905, 3.168, -0.897], [4.526, 5.306, 1.715], [4.065, -0.024, -0.638], [4.482, 0.838, -2.145], [2.154, -0.072, -1.875], [1.693, 1.523, -3.417], [2.870, 2.563, -2.630], [0.180, 3.424, -3.762], [-1.522, 4.927, -2.743], [-1.551, 5.161, -0.237], [0.092, 3.891, 1.071], [5.375, 3.123, -1.873], [-1.893, 1.447, 0.487], [-1.679, 1.919, 1.855], [-2.262, 3.226, 2.068], [-0.256, 1.831, 2.226], [-2.515, 0.910, 3.078], [-3.813, 1.248, 3.425], [-4.407, 0.667, 4.533], [-3.676, -0.196, 5.336], [-2.375, -0.528, 4.999], [-1.790, 0.015, 3.864], [-0.376, -0.843, 3.150], [-0.541, -2.175, 3.703], [-0.710, -0.773, 1.712], [0.934, -0.292, 3.454], [-4.332, 1.975, 2.815], [-5.437, 0.892, 4.778], [-4.129, -0.625, 6.221], [-1.800, -1.223, 5.594], [-3.707, -3.006, -1.231], [-3.015, -1.739, 0.052], [-3.015, -2.793, 1.655], [-4.445, -0.473, 0.275], [-0.860, -0.512, -0.906], [-0.189, -2.779, -2.067], [-0.092, -4.178, -0.769], [-1.131, -3.527, -3.560], [1.559, -2.610, -2.827], [-2.372, 0.260, -2.893], [-1.081, 0.578, -4.278], [-3.672, -0.693, -3.937], [-3.261, 1.914, -2.548], [-4.719, -3.315, -0.963], [-3.081, -3.900, -1.264], [-3.732, -2.579, -2.234], [-3.874, -2.549, 2.285], [-2.126, -2.616, 2.249], [-3.052, -3.861, 1.434], [-5.044, -0.691, 1.161], [-5.111, -0.457, -0.590], [-4.028, 0.526, 0.397], [-0.598, -3.868, 0.148], [0.950, -4.363, -0.507], [-0.545, -5.110, -1.112], [-2.182, -3.722, -3.351], [-0.661, -4.473, -3.840], [-1.080, -2.865, -4.428], [2.291, -2.408, -2.043], [1.602, -1.805, -3.566], [1.854, -3.533, -3.330], [-0.920, -0.331, -4.862], [-0.120, 0.865, -3.851], [-1.394, 1.364, -4.970], [-3.259, -1.625, -4.328], [-3.961, -0.073, -4.788], [-4.578, -0.936, -3.378], [-2.996, 2.276, -1.554], [-4.344, 1.789, -2.581], [-2.990, 2.683, -3.272], [2.839, -3.270, 3.302], [3.309, -1.724, 2.223], [4.947, -2.478, 1.399], [4.229, -0.505, 3.418], [2.104, -1.646, 0.492], [3.660, -3.518, 3.976], [2.652, -4.104, 2.626], [1.931, -3.067, 3.857], [5.555, -3.027, 2.121], [5.538, -1.669, 0.969], [4.647, -3.151, 0.597], [4.808, -1.137, 4.094], [3.514, 0.094, 3.966], [4.891, 0.128, 2.835]], "forces_ev_per_a": [[1.4039, 0.3655, 0.4489], [-0.1371, -0.2339, 0.0817], [0.1979, 0.4305, -0.1501], [-0.0046, -0.0156, -0.0421], [-0.2014, -0.5169, 0.1625], [0.1808, -0.0046, -0.1288], [0.3108, 0.3138, 0.0243], [-0.8158, 0.4705, 0.2742], [-0.2101, -0.1472, 0.0818], [0.1826, 0.0571, 0.0984], [-0.0502, -0.0937, 0.0422], [-0.1047, -0.0815, 0.0206], [0.0977, 0.0103, 0.0202], [-0.0250, 0.0795, -0.0200], [0.0726, 0.0621, 0.0205], [0.1412, 0.0725, 0.0116], [0.0032, 0.1687, -0.0738], [-0.2009, -0.0644, 0.0206], [0.1120, -0.0287, -0.0347], [-0.0283, 0.0111, -0.0084], [0.0018, 0.0321, -0.0862], [-0.0405, 0.0239, 0.0145], [0.0505, 0.0227, -0.0952], [0.0564, 0.0095, 0.0220], [-0.0327, -0.0010, -0.0602], [-0.0118, -0.0932, 0.0026], [-0.0255, -0.0143, -0.0110], [-0.0167, 0.0174, -0.0028], [-0.0498, -0.0992, 0.1332], [-0.0312, -0.0433, -0.0192], [-0.4049, 0.1541, 0.5038], [-0.8098, 0.8214, -0.2768], [0.1470, 0.0248, 0.1766], [0.3472, -0.0326, -0.4563], [0.4602, 0.2072, 0.4091], [0.0315, 0.0187, -0.2161], [-0.0542, -0.0524, -0.0122], [0.0000, 0.0525, 0.0858], [0.1880, 0.1086, 0.0545], [-0.2585, -0.1416, -0.4726], [0.3694, -1.0041, 0.7183], [0.0589, -0.1339, -0.0462], [0.6181, 0.1902, 0.7010], [-0.0851, 0.3282, 0.0339], [-0.0601, 0.0223, 0.0594], [0.0012, 0.0616, 0.0102], [0.0018, -0.0260, 0.0094], [-0.0782, -0.1095, -0.0628], [0.5782, 0.4725, -0.0191], [-1.0965, -0.5614, 0.2383], [0.4886, 0.3294, -0.2831], [0.5904, 0.1458, -0.1697], [-1.9810, -1.8517, -1.6440], [0.5784, -0.6321, -0.5948], [-0.1681, 0.4516, 0.0555], [-0.2534, 0.4878, 0.2605], [-0.2053, 0.1455, 0.2433], [0.1333, 0.7873, -1.3813], [0.0268, -0.0245, 0.2880], [0.1805, -0.4391, 0.6968], [0.2188, -0.2271, 0.4787], [-0.0261, 0.1001, 0.1708], [0.0011, -0.0250, 0.0295], [-0.0809, -0.1138, 0.0349], [-0.0794, 0.1037, -0.1318], [-0.0064, -0.1616, 0.1035], [-0.0231, -0.0016, -0.1480], [0.0474, -0.1609, 0.0151], [0.0356, -0.0429, -0.0875], [-0.1105, 0.0689, -0.0249], [0.0277, -0.0977, 0.0708], [0.0309, -0.0003, 0.0051], [-0.0223, 0.0281, -0.1134], [0.0310, -0.0255, -0.0421], [0.1218, -0.0144, 0.1030], [0.0113, 0.0250, -0.0133], [0.0941, 0.0251, -0.0589], [-0.0210, 0.0343, -0.0129], [-0.0593, -0.0658, 0.0061], [0.0016, -0.0669, 0.0291], [-0.0142, 0.0308, -0.0856], [-0.0835, 0.0239, 0.0070], [-0.0347, -0.0196, -0.0080], [0.1427, 0.2014, 0.0582], [-0.0275, 0.0186, -0.0244], [-0.0444, 0.1139, -0.0034], [-0.0244, -0.0928, 0.0158], [0.0796, -0.0818, -0.1015], [-0.2629, 0.2322, 0.0404], [1.6332, -1.4085, -0.3834], [-0.1608, 0.1038, 0.1528], [-0.5496, 0.2889, -0.0081], [-0.4755, 0.2191, 0.2504], [0.0106, 0.1146, -0.0273], [0.0360, 0.1000, -0.0793], [-0.1646, 0.0485, 0.1102], [-0.0189, 0.0954, 0.0805], [-0.0467, 0.0225, 0.0206], [-0.0749, 0.0179, 0.0396], [-0.0880, -0.1136, -0.0772], [-0.0824, 0.1584, 0.0392], [-0.1113, 0.0342, -0.0868]]}

4.
{"formula": "CCl3F", "method": "ωB97M-V/def2-TZVPD", "de_lowest_kcal_mol": 5.9, "homo_lumo_gap_ev": 11.549, "smiles": "FC(Cl)(Cl)Cl", "elements": ["F", "C", "Cl", "Cl", "Cl"], "positions_angstrom": [[-0.197, -0.068, 1.365], [-0.024, -0.070, 0.075], [-1.521, -0.610, -0.577], [1.460, -0.970, -0.434], [0.281, 1.718, -0.428]], "forces_ev_per_a": [[0.7397, -0.1714, 1.4115], [0.9786, 1.7960, -1.2944], [-0.2554, -0.4900, -0.8947], [-1.1751, 0.2234, 0.4503], [-0.2877, -1.3580, 0.3274]]}